{
  "formula": "C4H8N2O",
  "method": "ωB97M-V with the def2-TZVPD basis set",
  "e_homo_ev": -9.205,
  "total_energy_ha": -341.86615,
  "smiles": "[H]/N=C/NC(=C)CO",
  "lumo_ev": 0.8,
  "elements": ["H", "N", "C", "N", "C", "C", "C", "O", "H", "H", "H", "H", "H", "H", "H"],
  "xyz": [[0.357, -0.385, -3.095], [0.557, -0.275, -2.140], [-0.542, 0.130, -1.706], [-1.017, 0.649, -0.509], [-0.350, 0.072, 0.826], [-0.962, 0.277, 1.956], [1.093, -0.236, 0.750], [1.521, -1.417, 0.152], [-1.410, 0.212, -2.492], [-1.759, 1.262, -0.398], [-2.010, 0.635, 2.252], [-0.372, 0.002, 2.916], [1.818, 0.632, 0.576], [1.454, -0.378, 1.732], [1.622, -1.180, -0.819]],
  "forces_ev_per_a": [[0.489, -0.735, -1.582], [1.493, -0.261, 1.588], [-5.286, 2.590, -1.356], [5.104, -4.459, 2.734], [-1.242, 3.180, -3.997], [-1.025, -0.370, 4.298], [2.407, 0.500, 0.801], [0.140, 0.192, -2.320], [1.247, 0.105, 1.262], [-1.631, 0.739, -0.277], [1.605, -0.442, -1.274], [-1.009, 0.381, -1.792], [-1.507, -0.508, -1.000], [-0.419, -0.296, 1.800], [-0.366, -0.616, 1.115]],
  "lowdin_charge": [0.038, 0.086, -0.323, 0.079, -0.238, 0.027, -0.304, -0.087, 0.141, 0.084, 0.090, 0.099, 0.156, 0.091, 0.062]
}



{
  "formula": "C2H8N4O2",
  "method": "ωB97M-V with the def2-TZVPD basis set",
  "e_homo_ev": -8.304,
  "total_energy_ha": -450.25080,
  "smiles": "NN/N=[N+](\\[O-])O.C=C",
  "lumo_ev": 1.0,
  "elements": ["N", "N", "N", "N", "O", "O", "H", "H", "H", "H", "C", "C", "H", "H", "H", "H"],
  "xyz": [[1.721, -1.817, 0.432], [1.389, -0.502, 0.492], [1.328, 0.341, -0.497], [1.229, 1.570, -0.208], [1.316, 2.027, 0.919], [0.955, 2.407, -1.299], [0.915, -2.218, 0.117], [2.375, -2.027, -0.258], [1.225, -0.130, 1.506], [1.274, 3.217, -1.034], [-2.936, -0.612, -0.134], [-1.659, -0.311, 0.073], [-3.332, -1.587, 0.247], [-3.556, -0.001, -0.792], [-1.254, 0.625, -0.105], [-0.989, -0.982, 0.541]],
  "forces_ev_per_a": [[0.332, 0.318, 0.884], [0.096, 3.394, 5.545], [-0.386, 1.119, -2.983], [0.405, -2.677, -0.734], [-0.333, 1.388, 1.634], [-1.045, -3.823, -0.834], [-2.674, -2.281, -0.881], [1.873, 0.064, -1.224], [0.791, -0.600, -2.692], [1.290, 3.122, 1.275], [0.158, -1.047, -0.170], [-1.482, -0.956, 0.433], [0.245, 0.951, -0.665], [-0.127, 0.008, 0.643], [0.608, 1.667, -0.918], [0.248, -0.647, 0.688]],
  "lowdin_charge": [0.070, -0.187, 0.076, -0.402, -0.024, 0.105, 0.034, 0.069, 0.192, 0.063, -0.058, -0.078, 0.062, 0.049, 0.014, 0.015]
}



{
  "formula": "C3H7O3",
  "method": "ωB97M-V with the def2-TZVPD basis set",
  "e_homo_ev": -4.332,
  "charge": -1,
  "total_energy_ha": -344.28604,
  "lumo_ev": 4.1,
  "elements": ["C", "C", "O", "O", "H", "H", "H", "C", "O", "H", "H", "H", "H"],
  "xyz": [[-0.320, 2.121, 1.067], [0.541, 1.831, -0.215], [0.437, 0.663, -0.661], [1.185, 2.793, -0.648], [-1.313, 2.427, 0.710], [0.106, 2.975, 1.598], [-0.440, 1.203, 1.636], [-0.091, -2.657, -0.764], [0.235, -1.806, 0.317], [0.174, -0.863, 0.013], [0.745, -3.343, -0.943], [-0.935, -3.290, -0.467], [-0.323, -2.052, -1.643]],
  "forces_ev_per_a": [[0.017, 0.111, -0.916], [-0.727, 0.397, 1.115], [0.129, -0.401, -0.496], [0.309, 0.037, -0.423], [0.101, -0.081, 0.076], [-0.011, -0.300, 0.250], [0.076, 0.133, 0.338], [0.189, 0.340, 0.838], [-0.192, -0.057, 0.008], [0.307, -0.008, 0.014], [0.051, 0.114, -0.337], [-0.228, 0.056, -0.289], [-0.022, -0.340, -0.176]],
  "lowdin_charge": [-0.047, -0.768, -0.095, -0.074, 0.055, 0.049, 0.048, -0.199, -0.176, 0.014, 0.059, 0.056, 0.075]
}



Which ΔE to the lowest compared entry with this formula, charge and spin belongs to each record? In order, 86.28; 210.03; 15.17 kcal per mole.